The following is a DFT calculation (ωB97M-V with the def2-TZVPD basis set) of a single C16H18N2OS molecule.

Each line ends with the Mulliken charge.
Geometry (Å):
C (-3.493, -2.375, 0.873)  -1.20
C (-4.007, -1.507, 0.010)  0.95
C (-4.311, -1.848, -1.413)  -1.35
C (-4.337, -0.104, 0.421)  -0.73
S (-3.499, 1.200, -0.583)  -0.12
C (-1.841, 1.158, -0.014)  0.27
N (-1.129, 2.201, -0.273)  -0.61
C (0.174, 2.217, 0.120)  1.29
C (0.905, 3.471, -0.243)  -1.28
C (0.743, 1.178, 0.801)  -0.51
C (2.177, 1.129, 1.240)  -1.36
C (2.997, 0.223, 0.352)  0.60
C (2.804, 0.200, -1.023)  -0.03
C (3.570, -0.622, -1.830)  -0.72
C (4.543, -1.433, -1.272)  -0.40
C (4.742, -1.419, 0.098)  -0.60
C (3.973, -0.598, 0.903)  -0.34
C (-0.043, 0.003, 1.102)  0.60
O (0.315, -0.992, 1.698)  -0.72
N (-1.366, 0.076, 0.635)  0.16
H (-3.270, -3.388, 0.586)  0.29
H (-3.302, -2.125, 1.905)  0.34
H (-5.384, -1.786, -1.588)  0.32
H (-3.974, -2.852, -1.654)  0.38
H (-3.828, -1.138, -2.083)  0.33
H (-5.392, 0.106, 0.239)  0.41
H (-4.112, 0.087, 1.470)  0.39
H (0.255, 4.089, -0.854)  0.37
H (1.817, 3.248, -0.792)  0.32
H (1.174, 4.025, 0.656)  0.34
H (2.211, 0.735, 2.259)  0.36
H (2.612, 2.130, 1.239)  0.45
H (2.042, 0.824, -1.470)  0.27
H (3.405, -0.630, -2.898)  0.38
H (5.140, -2.077, -1.902)  0.37
H (5.495, -2.053, 0.542)  0.36
H (4.127, -0.598, 1.972)  0.35
H (-1.934, -0.756, 0.773)  0.07

Charge ... 0
SMILES ... C=C(C)CSc1nc(C)c(Cc2ccccc2)c(=O)[nH]1
Gap between HOMO and LUMO ... 8.937 eV
LUMO energy ... 0.54 eV
HOMO level ... -8.40 eV

The following is a DFT calculation (ωB97M-V with the def2-TZVPD basis set) of a single C18H16N2O6S molecule.

Each line ends with the Mulliken charge.
Geometry (Å):
O (4.352, -0.098, -1.630)  -0.62
C (3.355, -0.758, -1.782)  0.08
O (3.395, -2.068, -2.044)  -0.44
C (1.975, -0.214, -1.710)  0.73
C (0.860, -1.043, -1.792)  -1.04
C (-0.410, -0.498, -1.718)  -0.38
C (-0.548, 0.867, -1.549)  0.34
S (-2.161, 1.649, -1.527)  1.22
O (-3.010, 0.964, -2.475)  -0.79
O (-1.985, 3.060, -1.676)  -0.73
N (-2.875, 1.493, -0.046)  -0.27
C (-3.145, 0.351, 0.810)  0.47
C (-2.240, 0.363, 2.062)  -1.43
C (-0.797, 0.614, 1.772)  1.02
C (-0.171, 1.829, 1.763)  -0.74
N (1.171, 1.669, 1.558)  0.21
C (1.445, 0.337, 1.441)  -0.86
C (2.657, -0.320, 1.266)  -0.91
C (2.625, -1.696, 1.187)  -0.35
C (1.422, -2.401, 1.267)  -1.19
C (0.219, -1.757, 1.450)  -0.07
C (0.222, -0.365, 1.551)  0.85
C (-3.152, -1.040, 0.152)  0.14
O (-2.912, -2.016, 0.811)  -0.58
O (-3.538, -1.149, -1.104)  -0.53
C (0.551, 1.704, -1.477)  -0.45
C (1.818, 1.163, -1.561)  -0.76
H (4.315, -2.372, -2.074)  0.38
H (0.991, -2.106, -1.915)  0.48
H (-1.276, -1.131, -1.809)  0.66
H (-2.686, 2.325, 0.490)  0.36
H (-4.189, 0.455, 1.158)  0.21
H (-2.349, -0.604, 2.554)  0.48
H (-2.604, 1.142, 2.736)  0.46
H (-0.584, 2.810, 1.910)  0.44
H (1.852, 2.409, 1.533)  0.23
H (3.584, 0.227, 1.196)  0.40
H (3.549, -2.242, 1.065)  0.45
H (1.443, -3.478, 1.191)  0.43
H (-0.706, -2.308, 1.512)  0.49
H (-3.548, -0.315, -1.646)  0.51
H (0.386, 2.765, -1.380)  0.56
H (2.700, 1.783, -1.518)  0.50

Charge ... 0
SMILES ... O=C(O)c1ccc(S(=O)(=O)N[C@H](Cc2c[nH]c3ccccc23)C(=O)O)cc1
Gap between HOMO and LUMO ... 8.101 eV
LUMO energy ... -0.22 eV
HOMO level ... -8.32 eV

The following is a DFT calculation (ωB97M-V with the def2-TZVPD basis set) of a molecular structure, C15H28BrN5Os.

Each line ends with the Mulliken charge.
Geometry (Å):
Os (0.157, 0.126, 0.012)  2.21
C (-1.747, 2.427, -0.771)  -0.50
C (-1.157, 2.022, -2.115)  -0.68
N (-0.393, 0.711, -2.073)  -0.65
C (0.872, 0.728, -2.887)  -0.89
C (2.006, 1.236, -2.019)  -0.58
N (2.121, 0.366, -0.794)  -0.55
C (3.115, 0.910, 0.207)  -0.79
C (2.870, 0.306, 1.588)  -0.61
C (1.791, 0.999, 2.423)  -0.62
N (0.615, 1.456, 1.583)  -0.59
C (-0.619, 1.806, 2.389)  -0.69
C (-1.662, 0.723, 2.212)  -0.70
N (-1.815, 0.359, 0.755)  -0.44
C (-2.603, 1.376, -0.063)  -0.64
H (-2.383, 3.296, -0.959)  0.42
H (-0.958, 2.810, -0.115)  0.10
H (-0.468, 2.797, -2.450)  0.42
H (-1.930, 1.929, -2.879)  0.47
H (-1.016, 0.015, -2.479)  0.40
H (0.743, 1.351, -3.773)  0.50
H (1.075, -0.288, -3.233)  0.34
H (1.815, 2.257, -1.679)  0.37
H (2.952, 1.243, -2.563)  0.50
H (2.497, -0.529, -1.109)  0.43
H (3.030, 1.999, 0.210)  0.40
H (4.117, 0.675, -0.152)  0.55
H (3.796, 0.343, 2.164)  0.47
H (2.656, -0.765, 1.475)  0.19
H (2.188, 1.885, 2.922)  0.48
H (1.403, 0.334, 3.195)  0.42
H (0.924, 2.330, 1.154)  0.43
H (-0.988, 2.775, 2.055)  0.38
H (-0.349, 1.913, 3.439)  0.50
H (-2.625, 1.039, 2.617)  0.49
H (-1.371, -0.190, 2.738)  0.36
H (-2.382, -0.487, 0.742)  0.35
H (-3.312, 1.850, 0.616)  0.41
H (-3.189, 0.810, -0.789)  0.48
Br (-0.070, -6.776, -0.542)  0.48
C (-0.006, -4.942, -0.432)  0.22
C (0.220, -4.315, 0.807)  -0.50
C (0.254, -2.930, 0.835)  -0.30
N (0.081, -2.165, -0.264)  -0.12
C (-0.132, -2.780, -1.445)  -0.20
C (-0.186, -4.155, -1.585)  -0.56
H (0.364, -4.883, 1.718)  0.49
H (0.424, -2.421, 1.775)  0.46
H (-0.265, -2.156, -2.318)  0.36
H (-0.362, -4.600, -2.558)  0.52

Charge ... +4
Gap between HOMO and LUMO (alpha / beta) ... 8.836 / 5.222 eV
2S+1 ... 5
LUMO energy (alpha / beta) ... -13.31 / -17.42 eV
HOMO level (alpha / beta) ... -22.15 / -22.65 eV

The following is a DFT calculation (ωB97M-V with the def2-TZVPD basis set) of a molecular structure, C35H52AsBiO2P3 in a non-equilibrium geometry.

Each line ends with the Mulliken charge.
Geometry (Å):
Bi (-0.748, 0.158, -0.308)  1.12
P (0.782, 2.646, 0.326)  0.61
P (-2.193, 0.983, 2.008)  0.79
P (0.313, 0.862, -2.900)  0.65
H (-8.450, -0.413, -2.606)  0.29
C (-7.855, -1.001, -3.307)  -0.58
C (-7.164, -2.107, -2.982)  -0.56
H (-7.203, -2.605, -1.999)  0.31
C (0.266, 4.363, -0.027)  -1.33
C (1.108, 2.657, 2.115)  -0.40
C (2.464, 2.527, -0.357)  -0.52
C (-3.719, 0.010, 1.970)  -1.27
C (-1.497, 0.731, 3.664)  -1.20
C (-2.729, 2.726, 1.953)  -0.99
C (-0.727, -0.129, -4.004)  -1.13
C (2.040, 0.577, -3.393)  -1.19
C (-0.017, 2.590, -3.371)  -1.30
H (-7.961, -0.695, -4.354)  0.32
H (-6.610, -2.649, -3.763)  0.32
H (1.008, 5.073, 0.365)  0.47
H (-0.702, 4.552, 0.453)  0.34
H (0.169, 4.498, -1.111)  0.32
H (1.568, 3.618, 2.385)  0.49
H (1.795, 1.839, 2.371)  -0.34
H (0.168, 2.552, 2.668)  0.17
H (2.727, 3.480, -0.826)  0.57
H (2.535, 1.719, -1.091)  -0.34
H (3.162, 2.315, 0.456)  0.22
H (-4.204, 0.059, 2.953)  0.51
H (-3.504, -1.037, 1.720)  0.35
H (-4.396, 0.406, 1.203)  0.29
H (-2.099, 1.309, 4.380)  0.56
H (-0.450, 1.057, 3.721)  0.27
H (-1.541, -0.336, 3.924)  0.38
H (-3.379, 2.951, 2.810)  0.50
H (-3.287, 2.889, 1.023)  0.16
H (-1.871, 3.412, 1.966)  0.26
H (-0.243, -0.140, -4.990)  0.56
H (-1.737, 0.299, -4.081)  0.17
H (-0.829, -1.162, -3.640)  0.37
H (2.068, 0.306, -4.458)  0.48
H (2.492, -0.240, -2.812)  0.09
H (2.632, 1.490, -3.243)  0.49
H (0.024, 2.710, -4.461)  0.50
H (0.727, 3.254, -2.915)  0.30
H (-1.010, 2.882, -3.014)  0.35
C (-3.957, -0.280, -1.810)  0.31
C (-4.508, 1.031, -1.885)  0.25
C (-5.098, 1.456, -3.065)  -0.72
C (-5.148, 0.598, -4.191)  -0.23
C (-4.813, -0.759, -4.069)  -0.70
C (-4.322, -1.219, -2.846)  -0.26
O (-3.104, -0.634, -0.906)  -0.73
H (-1.807, 1.646, -0.891)  -0.10
H (-4.353, 1.691, -1.033)  0.35
H (-5.546, 2.458, -3.101)  0.52
H (-5.590, 0.926, -5.148)  0.51
H (-5.072, -1.466, -4.882)  0.55
H (-4.147, -2.284, -2.618)  0.53
O (1.223, -0.590, 0.817)  0.73
As (2.591, -1.443, 1.410)  0.64
C (3.615, -0.101, 2.346)  0.35
C (4.648, 0.577, 1.686)  -0.68
C (5.358, 1.581, 2.356)  -0.52
C (5.059, 1.878, 3.689)  -0.66
C (4.085, 1.136, 4.373)  -0.55
C (3.367, 0.131, 3.706)  -0.38
C (1.922, -2.778, 2.647)  0.38
C (2.576, -4.009, 2.771)  -0.46
C (2.033, -4.982, 3.618)  -0.66
C (0.880, -4.718, 4.367)  -0.58
C (0.292, -3.447, 4.316)  -0.51
C (0.817, -2.467, 3.454)  -0.18
C (3.522, -2.197, -0.097)  0.27
C (2.854, -2.391, -1.318)  -0.78
C (3.574, -2.864, -2.431)  -0.45
C (4.941, -3.156, -2.314)  -0.53
C (5.576, -3.023, -1.075)  -0.80
C (4.868, -2.554, 0.033)  -0.37
H (4.893, 0.306, 0.659)  0.48
H (6.155, 2.114, 1.835)  0.44
H (5.607, 2.669, 4.208)  0.44
H (3.885, 1.312, 5.437)  0.44
H (2.635, -0.486, 4.238)  0.40
H (3.494, -4.179, 2.211)  0.37
H (2.525, -5.948, 3.691)  0.42
H (0.441, -5.479, 5.014)  0.42
H (-0.575, -3.201, 4.939)  0.41
H (0.367, -1.467, 3.396)  0.01
H (1.781, -2.162, -1.396)  0.45
H (3.054, -2.991, -3.389)  0.43
H (5.495, -3.487, -3.195)  0.42
H (6.627, -3.281, -0.975)  0.43
H (5.355, -2.457, 0.996)  0.49

Charge ... +3
Gap between HOMO and LUMO (alpha / beta) ... 3.433 / 3.403 eV
LUMO energy (alpha / beta) ... -12.21 / -12.23 eV
HOMO level (alpha / beta) ... -15.64 / -15.63 eV

Short version: E = -1203.4510, -1654.7186, -3525.1550, -4988.7035 Ha, in the order given.
Short version: relative energy (zero: lowest compared OMol25 entry of this formula, charge and spin) = 0.8957, 0.0000, 0.0738, 3.4540 eV, in the order given.